[1]
C58H126F12KN2O35S4 as an isolated structure, computed with wB97M-V/def2-TZVPD.

Each line ends with the Löwdin charge.
Element x y z (Å)
K: 4.823 16.566 -12.888  0.94
C: 18.539 9.483 -8.197  -0.69
F: 17.538 9.530 -9.019  0.17
F: 19.617 9.204 -8.891  0.13
F: 18.771 10.683 -7.617  0.12
S: 18.385 8.038 -6.923  0.70
O: 17.003 8.181 -6.350  -0.34
O: 18.725 6.773 -7.566  -0.32
N: 19.711 8.428 -5.947  -0.30
S: 18.989 8.704 -4.626  0.52
O: 18.326 9.998 -4.579  -0.33
O: 18.284 7.582 -4.038  -0.32
C: 20.492 8.969 -3.379  -0.66
F: 21.538 9.519 -3.952  0.12
F: 20.191 9.831 -2.363  0.08
F: 20.925 7.863 -2.830  0.13
C: 10.926 19.708 -14.644  -0.66
F: 11.345 20.980 -14.730  0.12
F: 9.899 19.609 -15.451  0.15
F: 11.952 18.943 -14.963  0.15
S: 10.407 19.343 -12.758  0.67
O: 11.545 19.623 -11.877  -0.32
O: 9.286 20.241 -12.437  -0.36
N: 9.865 17.713 -12.734  -0.34
S: 11.039 16.900 -12.114  0.55
O: 12.348 16.931 -12.771  -0.32
O: 10.796 17.094 -10.712  -0.31
C: 10.468 15.032 -12.441  -0.55
F: 9.193 14.908 -11.857  0.03
F: 10.395 14.732 -13.730  0.12
F: 11.347 14.184 -11.809  0.09
C: 20.500 19.647 -12.765  -0.05
O: 20.479 19.942 -11.288  -0.21
C: 19.220 20.168 -10.698  -0.22
C: 19.074 19.961 -9.184  -0.18
O: 19.966 20.746 -8.458  -0.14
C: 21.344 20.405 -8.476  -0.18
C: 21.886 20.451 -7.013  -0.20
O: 21.681 21.739 -6.468  -0.19
C: 22.757 22.595 -6.799  -0.10
H: 20.729 18.585 -12.848  0.08
H: 21.418 20.131 -13.097  0.07
H: 19.724 19.991 -13.449  0.08
H: 18.555 19.400 -11.094  0.12
H: 18.828 21.082 -11.145  0.12
H: 19.134 18.949 -8.784  0.13
H: 18.136 20.470 -8.963  0.13
H: 21.936 21.160 -8.994  0.11
H: 21.521 19.399 -8.857  0.13
H: 22.913 20.101 -6.905  0.12
H: 21.270 19.713 -6.499  0.12
H: 23.632 22.180 -6.298  0.08
H: 22.437 23.553 -6.389  0.09
H: 22.934 22.616 -7.875  0.08
C: 13.926 28.507 -21.286  -0.12
O: 14.164 29.785 -21.840  -0.19
C: 13.012 30.580 -22.286  -0.17
C: 13.196 32.025 -22.757  -0.13
O: 14.201 32.175 -23.837  -0.16
C: 14.727 33.459 -24.066  -0.21
C: 15.679 33.925 -22.992  -0.15
O: 15.220 34.851 -21.889  -0.22
C: 16.251 35.799 -21.596  -0.13
H: 14.850 27.943 -21.407  0.09
H: 13.190 27.890 -21.801  0.08
H: 13.564 28.610 -20.263  0.08
H: 12.153 30.540 -21.616  0.12
H: 12.679 29.967 -23.123  0.12
H: 13.688 32.500 -21.908  0.12
H: 12.245 32.508 -22.983  0.13
H: 13.968 34.198 -24.323  0.13
H: 15.152 33.238 -25.045  0.13
H: 16.624 34.294 -23.391  0.11
H: 16.204 33.173 -22.403  0.13
H: 16.436 36.358 -22.514  0.08
H: 17.140 35.312 -21.197  0.08
H: 15.875 36.445 -20.803  0.08
C: 3.822 9.049 -3.348  -0.06
O: 4.418 7.757 -3.827  -0.24
C: 5.115 7.011 -2.734  -0.12
C: 5.390 5.504 -3.265  -0.19
O: 6.498 5.379 -4.077  -0.11
C: 6.217 4.888 -5.379  -0.19
C: 5.870 6.058 -6.257  -0.21
O: 6.920 7.028 -6.331  -0.15
C: 6.454 8.337 -6.342  -0.14
H: 4.469 9.925 -3.389  0.08
H: 3.499 8.819 -2.333  0.07
H: 3.010 9.225 -4.054  0.08
H: 4.429 6.931 -1.891  0.10
H: 6.027 7.440 -2.317  0.12
H: 4.448 5.154 -3.686  0.12
H: 5.647 4.858 -2.426  0.12
H: 5.497 4.082 -5.517  0.13
H: 7.107 4.455 -5.836  0.13
H: 4.931 6.575 -6.062  0.11
H: 5.755 5.557 -7.218  0.12
H: 6.115 8.797 -5.414  0.08
H: 5.747 8.458 -7.163  0.08
H: 7.240 8.992 -6.717  0.09
C: 0.219 13.605 -12.281  -0.12
O: 1.586 13.546 -12.090  -0.21
C: 2.178 12.639 -11.168  -0.15
C: 1.753 13.174 -9.725  -0.10
O: 2.609 14.370 -9.583  -0.15
C: 2.405 15.242 -8.521  -0.22
C: 1.473 16.411 -8.663  -0.17
O: 1.640 17.276 -9.796  -0.23
C: 0.691 18.307 -10.058  -0.10
H: 0.200 14.222 -13.180  0.10
H: -0.280 14.066 -11.428  0.08
H: -0.271 12.659 -12.509  0.09
H: 3.221 12.614 -11.483  0.12
H: 1.891 11.588 -11.186  0.12
H: 2.008 12.433 -8.967  0.12
H: 0.709 13.484 -9.729  0.11
H: 3.368 15.701 -8.296  0.13
H: 2.257 14.685 -7.596  0.13
H: 1.483 17.132 -7.846  0.13
H: 0.482 16.096 -8.990  0.12
H: 1.096 18.897 -10.880  0.09
H: 0.352 18.862 -9.183  0.09
H: -0.216 17.853 -10.457  0.08
C: 18.395 7.651 -24.506  -0.12
O: 18.490 7.976 -23.165  -0.16
C: 19.529 7.437 -22.455  -0.22
C: 18.936 7.173 -21.072  -0.21
O: 18.408 8.281 -20.394  -0.13
C: 17.666 7.962 -19.208  -0.18
C: 17.193 9.165 -18.438  -0.19
O: 16.786 10.287 -19.225  -0.16
C: 16.267 11.309 -18.440  -0.15
H: 19.340 7.726 -25.044  0.09
H: 17.696 8.307 -25.024  0.09
H: 18.034 6.633 -24.654  0.09
H: 20.340 8.157 -22.347  0.13
H: 19.927 6.488 -22.815  0.13
H: 19.659 6.841 -20.327  0.12
H: 18.179 6.403 -21.224  0.12
H: 18.231 7.293 -18.559  0.13
H: 16.778 7.429 -19.550  0.12
H: 17.920 9.525 -17.711  0.13
H: 16.288 8.750 -17.993  0.12
H: 16.921 12.166 -18.273  0.09
H: 15.947 11.091 -17.421  0.08
H: 15.314 11.599 -18.883  0.09
C: 9.242 6.010 -16.651  -0.10
O: 9.780 7.267 -17.114  -0.18
C: 8.854 8.371 -17.078  -0.16
C: 7.845 8.382 -18.304  -0.24
O: 7.271 9.546 -18.654  -0.14
C: 6.305 10.096 -17.766  -0.18
C: 5.971 11.502 -18.146  -0.23
O: 6.735 12.490 -17.515  -0.16
C: 8.038 12.710 -18.107  -0.08
H: 8.548 6.019 -15.811  0.08
H: 10.047 5.432 -16.196  0.08
H: 8.774 5.490 -17.488  0.08
H: 9.384 9.321 -17.012  0.12
H: 8.387 8.435 -16.095  0.11
H: 7.042 7.645 -18.281  0.11
H: 8.296 7.836 -19.132  0.13
H: 6.484 10.012 -16.694  0.13
H: 5.503 9.390 -17.982  0.13
H: 4.911 11.662 -17.948  0.12
H: 5.997 11.582 -19.232  0.13
H: 8.608 11.803 -18.310  0.07
H: 8.680 13.326 -17.478  0.09
H: 8.069 13.119 -19.117  0.08
C: 7.617 31.546 -8.629  -0.16
O: 6.509 30.745 -8.644  -0.15
C: 5.270 31.273 -9.171  -0.19
C: 4.185 30.236 -9.306  -0.19
O: 4.635 29.127 -10.128  -0.11
C: 4.301 29.308 -11.538  -0.19
C: 4.872 28.204 -12.386  -0.17
O: 6.330 28.287 -12.453  -0.18
C: 6.901 27.832 -13.632  -0.15
H: 8.230 31.039 -7.884  0.10
H: 7.489 32.611 -8.434  0.08
H: 8.222 31.610 -9.533  0.08
H: 5.363 31.622 -10.199  0.12
H: 4.842 32.082 -8.579  0.12
H: 3.319 30.764 -9.706  0.12
H: 3.795 30.017 -8.312  0.12
H: 4.649 30.252 -11.956  0.12
H: 3.225 29.294 -11.711  0.12
H: 4.416 28.450 -13.344  0.12
H: 4.663 27.232 -11.940  0.13
H: 6.616 28.422 -14.503  0.08
H: 6.550 26.813 -13.795  0.08
H: 7.971 27.626 -13.585  0.09
C: 14.354 -4.804 -9.026  -0.05
O: 14.579 -3.442 -8.417  -0.20
C: 13.605 -3.091 -7.411  -0.21
C: 13.590 -1.622 -7.001  -0.17
O: 13.030 -0.705 -7.956  -0.13
C: 13.913 -0.478 -8.979  -0.22
C: 13.200 0.562 -9.838  -0.22
O: 13.045 1.760 -9.131  -0.16
C: 12.717 2.926 -9.917  -0.09
H: 14.947 -5.626 -8.625  0.07
H: 14.353 -4.839 -10.115  0.08
H: 13.379 -5.123 -8.656  0.07
H: 13.598 -3.719 -6.520  0.12
H: 12.596 -3.224 -7.800  0.12
H: 14.575 -1.205 -6.789  0.13
H: 12.986 -1.615 -6.093  0.13
H: 14.105 -1.423 -9.486  0.12
H: 14.810 -0.056 -8.524  0.13
H: 12.232 0.170 -10.150  0.12
H: 13.747 0.613 -10.779  0.12
H: 11.732 2.854 -10.378  0.07
H: 13.429 3.091 -10.726  0.08
H: 12.542 3.835 -9.342  0.09
C: 8.589 22.491 -6.526  -0.06
O: 9.595 23.562 -6.618  -0.19
C: 10.925 23.110 -6.434  -0.22
C: 11.966 24.177 -6.334  -0.23
O: 12.162 24.664 -7.608  -0.15
C: 13.310 25.398 -8.058  -0.17
C: 13.026 26.045 -9.377  -0.20
O: 11.964 27.020 -9.241  -0.16
C: 11.794 27.727 -10.432  -0.14
H: 8.581 22.249 -7.588  0.09
H: 7.600 22.893 -6.310  0.07
H: 8.815 21.807 -5.707  0.08
H: 11.162 22.420 -7.243  0.13
H: 11.145 22.536 -5.534  0.12
H: 12.880 23.842 -5.844  0.12
H: 11.807 25.079 -5.743  0.13
H: 14.205 24.776 -8.076  0.13
H: 13.345 26.205 -7.327  0.13
H: 12.816 25.313 -10.157  0.13
H: 13.968 26.485 -9.703  0.12
H: 11.989 27.125 -11.319  0.08
H: 12.436 28.604 -10.351  0.08
H: 10.829 28.160 -10.695  0.08

As for the LUMO energy: -1.1 eV. Its HOMO energy is -5.98 eV. Its total charge is -1.

***

[2]
C38H31N7O11P2Sn as an isolated structure, computed with wB97M-V/def2-TZVPD.

Each line ends with the Löwdin charge.
Element x y z (Å)
Sn: -1.155 1.466 0.828  1.32
C: -3.783 -0.998 -0.201  -0.10
O: -2.819 -1.192 -1.230  -0.09
C: -3.204 -0.983 -2.496  -0.24
C: -4.485 -0.590 -2.877  -0.02
C: -4.802 -0.415 -4.220  -0.11
C: -3.851 -0.641 -5.200  -0.12
C: -2.571 -1.031 -4.821  -0.06
C: -2.219 -1.178 -3.485  -0.21
N: -0.946 -1.650 -3.110  0.16
N: 0.050 -0.925 -3.464  0.00
C: 1.340 -1.221 -3.270  -0.08
C: 1.836 -1.991 -2.110  -0.25
O: 1.188 -2.863 -1.573  0.11
C: 3.191 -1.599 -1.405  -0.13
C: 4.248 -0.673 -1.952  0.03
C: 3.979 0.591 -2.366  -0.18
C: 4.931 1.468 -2.933  -0.02
C: 4.537 2.459 -3.863  -0.10
C: 3.245 2.679 -4.230  -0.04
C: 2.095 2.016 -3.552  -0.15
C: 2.523 0.851 -2.612  -0.21
H: -4.631 -1.676 -0.341  0.09
H: -3.262 -1.235 0.721  0.04
H: -4.130 0.038 -0.180  0.08
H: -5.237 -0.411 -2.124  0.10
H: -5.804 -0.107 -4.491  0.09
H: -4.098 -0.527 -6.248  0.09
H: -1.817 -1.243 -5.571  0.11
H: 3.663 -2.554 -1.177  0.12
H: 5.275 -1.008 -1.852  0.13
H: 5.985 1.272 -2.775  0.10
H: 5.317 3.042 -4.342  0.09
H: 3.022 3.428 -4.983  0.10
H: 1.473 2.780 -3.082  0.15
O: 2.456 -4.215 1.610  -0.05
C: 3.169 -3.311 1.122  -0.67
O: 4.340 -3.378 0.684  -0.05
C: 2.528 -1.926 1.075  -0.07
C: 2.856 -0.952 -0.026  -0.12
C: 1.798 0.136 -0.188  -0.12
N: 1.002 0.439 0.868  0.02
C: 1.140 -0.217 2.042  -0.22
C: 1.813 -1.483 2.115  0.01
C: 0.474 0.374 3.158  -0.25
C: 0.703 -0.091 4.525  -0.01
C: -0.003 0.398 5.544  -0.02
C: -1.022 1.483 5.363  -0.36
C: -0.821 2.192 4.017  -0.28
N: -0.357 1.363 2.919  -0.05
C: 1.576 0.757 -1.413  -0.12
C: 2.165 -0.121 -3.771  -0.14
C: 1.295 0.963 -4.399  -0.11
C: -0.076 0.590 -3.842  -0.10
C: -0.430 1.280 -2.549  -0.11
N: 0.307 1.320 -1.511  0.05
H: 3.789 -0.477 0.306  0.17
H: 1.654 -2.137 2.961  0.11
H: 1.427 -0.880 4.680  0.11
H: 0.111 -0.013 6.541  0.11
H: -0.857 2.250 6.131  0.14
H: -0.051 2.958 4.183  0.13
H: 3.043 -0.399 -4.351  0.16
H: 1.293 1.073 -5.483  0.14
H: -0.880 0.704 -4.559  0.12
H: -1.437 1.686 -2.464  0.11
O: -2.313 0.919 5.556  -0.05
P: -2.331 3.096 3.469  0.34
O: -3.172 3.421 4.653  -0.31
O: -2.889 2.328 2.301  -0.44
O: -1.706 4.488 2.879  -0.28
P: -0.476 4.644 1.846  0.19
O: -0.908 5.989 1.058  -0.14
O: 0.792 4.873 2.568  -0.30
O: -0.584 3.531 0.815  -0.44
H: -2.929 1.670 5.445  0.05
H: -0.349 6.696 1.396  0.06
N: -0.476 -3.482 0.906  0.16
C: -0.947 -3.067 2.117  -0.39
C: -0.553 -3.744 3.292  -0.04
C: -1.085 -3.343 4.493  -0.10
C: -1.986 -2.277 4.535  -0.11
C: -2.288 -1.658 3.340  -0.16
N: -1.795 -2.031 2.155  0.10
H: 0.453 -3.900 0.923  0.07
H: -0.620 -2.839 0.139  0.08
H: 0.177 -4.539 3.215  0.11
H: -0.786 -3.844 5.408  0.10
H: -2.387 -1.888 5.460  0.09
H: -2.934 -0.785 3.329  0.10

For the energy relative to the best compared isomer or geometry (same formula, charge and spin), the calculation gives 118.3 kcal per mole. As for the LUMO energy (alpha / beta): 3.7 / 3.3 eV. Its HOMO energy (alpha / beta) is -2.69 / -1.50 eV. Its total charge is -2.

***

[3]
A 3-piece molecular cluster, C18H42NO10P2 overall, computed with wB97M-V/def2-TZVPD.

Each line ends with the Löwdin charge.
Element x y z (Å)
O: -1.486 2.583 -2.398  0.11
C: -1.142 3.706 -2.298  -0.23
C: 0.037 4.328 -3.093  -0.05
N: 1.376 3.779 -2.701  -0.08
C: 1.663 2.396 -3.233  -0.05
C: 1.600 1.255 -2.181  -0.16
O: 2.096 1.587 -0.894  -0.10
C: 1.316 2.666 -0.401  -0.16
C: 1.663 3.922 -1.227  -0.05
H: -1.675 4.356 -1.562  0.14
H: -0.159 4.228 -4.176  0.15
H: 0.048 5.415 -2.886  0.14
H: 2.050 4.401 -3.155  0.18
H: 2.698 2.419 -3.626  0.15
H: 1.018 2.179 -4.100  0.15
H: 0.590 0.798 -2.133  0.13
H: 2.254 0.446 -2.563  0.14
H: 1.606 2.863 0.644  0.15
H: 0.246 2.386 -0.407  0.11
H: 1.245 4.861 -0.819  0.15
H: 2.762 4.045 -1.164  0.15
O: 2.854 -2.983 -2.763  -0.22
P: 1.884 -4.034 -2.261  0.67
O: 2.490 -4.083 -0.721  -0.24
C: 2.365 -2.928 0.099  -0.29
C: 0.917 -2.634 0.449  -0.08
O: 2.653 -5.331 -2.925  -0.25
C: 3.118 -5.275 -4.278  -0.29
C: 4.631 -5.211 -4.295  -0.07
O: 0.629 -5.007 -1.759  -0.25
C: 0.752 -6.378 -1.357  -0.26
C: 1.170 -6.548 0.088  -0.07
H: 2.828 -2.067 -0.393  0.10
H: 2.931 -3.125 1.011  0.12
H: 0.341 -2.378 -0.447  0.07
H: 0.851 -1.800 1.149  0.08
H: 0.442 -3.506 0.897  0.07
H: 2.684 -4.427 -4.810  0.10
H: 2.778 -6.184 -4.780  0.12
H: 4.998 -4.375 -3.700  0.07
H: 5.006 -5.112 -5.315  0.08
H: 5.052 -6.119 -3.857  0.08
H: 1.389 -6.954 -2.023  0.11
H: -0.251 -6.798 -1.474  0.12
H: 2.230 -6.339 0.224  0.07
H: 0.995 -7.578 0.405  0.08
H: 0.609 -5.878 0.741  0.07
O: -1.943 0.565 2.244  -0.21
P: -2.143 1.869 2.973  0.64
O: -3.172 1.404 4.162  -0.22
C: -2.714 0.468 5.137  -0.28
C: -1.625 1.053 6.014  -0.08
O: -3.205 2.531 1.890  -0.24
C: -3.000 2.345 0.493  -0.31
C: -4.054 1.409 -0.060  -0.06
O: -1.881 3.362 3.652  -0.24
C: -2.857 4.408 3.750  -0.27
C: -3.773 4.264 4.946  -0.07
H: -2.369 -0.445 4.645  0.11
H: -3.576 0.202 5.749  0.12
H: -0.726 1.276 5.428  0.07
H: -1.352 0.354 6.806  0.08
H: -1.953 1.988 6.469  0.07
H: -1.995 1.968 0.287  0.08
H: -3.087 3.327 0.012  0.10
H: -4.064 0.465 0.483  0.08
H: -3.882 1.208 -1.119  0.07
H: -5.046 1.850 0.055  0.08
H: -3.424 4.540 2.831  0.11
H: -2.277 5.327 3.872  0.12
H: -4.517 3.484 4.786  0.08
H: -4.309 5.198 5.118  0.08
H: -3.209 4.010 5.844  0.07

As for the LUMO energy: -3.6 eV. Its HOMO energy is -11.46 eV. Its total charge is +1.

***

[4]
C13H4BrF5NO4Pd as an isolated structure, computed with wB97M-V/def2-TZVPD.

Each line ends with the Löwdin charge.
Element x y z (Å)
Pd: 0.667 -1.522 -0.191  0.40
O: 4.847 -1.190 0.655  0.14
C: 3.703 -1.430 0.481  -0.47
O: 2.819 -1.740 -0.228  0.03
C: 2.527 -1.039 2.913  -0.47
O: 3.490 -1.164 3.558  0.18
O: 1.445 -0.880 2.526  0.17
Br: 3.977 3.457 -1.622  0.71
C: 2.364 2.767 -0.902  -0.67
C: 1.396 3.623 -0.412  -0.13
C: 0.235 3.061 0.095  -0.06
C: 0.099 1.681 0.085  -0.13
N: 1.041 0.871 -0.385  0.03
C: 2.157 1.397 -0.871  -0.18
H: 1.547 4.693 -0.429  0.10
H: -0.556 3.684 0.491  0.10
H: -0.793 1.193 0.462  0.10
H: 2.906 0.704 -1.242  0.10
F: -1.612 -3.148 1.466  0.02
C: -2.174 -2.376 0.499  -0.28
C: -1.380 -1.599 -0.325  -0.15
C: -2.091 -0.867 -1.258  -0.28
F: -1.440 -0.046 -2.132  0.02
C: -3.469 -0.890 -1.388  -0.17
F: -4.106 -0.151 -2.322  0.07
C: -4.211 -1.690 -0.541  -0.16
F: -5.555 -1.733 -0.642  0.08
C: -3.554 -2.442 0.415  -0.17
F: -4.279 -3.224 1.244  0.07

For the energy relative to the best compared isomer or geometry (same formula, charge and spin), the calculation gives 54.6 kcal per mole. As for the LUMO energy (alpha / beta): 2.2 / 2.2 eV. Its HOMO energy (alpha / beta) is -2.44 / -2.44 eV. Its total charge is -1.

***

| no. | total energy (hartree) |
| --- | --- |
| 1 | -8418.4766 |
| 2 | -3574.8653 |
| 3 | -2200.5913 |
| 4 | -4054.7460 |